Computed, not measured: C6H16N2O as an isolated structure in a non-equilibrium geometry, with the ωB97M-V functional and the def2-TZVPD basis.

Each line ends with the natural charge from an NBO analysis.
Cartesian coordinates (Å):
C  0.4032  0.6688  -1.1088  -0.32
C  1.1772  0.1483  -2.3189  -0.63
C  1.1886  1.8467  -0.5089  -0.64
H  -0.4962  1.1398  -1.5229  0.19
H  0.7134  -0.0016  0.6856  0.48
H  0.6265  -0.6367  -2.8472  0.22
H  2.1931  1.5519  -0.1802  0.20
H  2.1539  -0.2483  -2.0170  0.20
H  1.3863  0.9228  -3.0687  0.21
H  1.3138  2.6893  -1.2018  0.22
H  0.6738  2.2549  0.3677  0.21
C  -0.7880  -0.0661  2.5839  -0.41
C  -2.0584  -0.3869  -0.2797  -0.70
N  0.1647  -0.4254  1.5346  -0.35
C  -0.6111  -0.8024  -0.2987  0.41
O  1.0692  -1.3812  2.0750  -0.59
N  -0.3276  -2.0055  -0.6317  -0.82
H  0.9137  -2.2316  1.6276  0.47
H  0.6678  -2.2207  -0.5709  0.33
H  -0.2474  0.2896  3.4616  0.20
H  -1.4391  0.7337  2.2330  0.21
H  -1.3903  -0.9340  2.8643  0.21
H  -2.5035  -0.6604  -1.2365  0.25
H  -2.6126  -0.9315  0.4895  0.23
H  -2.1710  0.6866  -0.1308  0.21

Atoms 1-6, force components in eV/Å:
C -1.236 -0.284 -1.047
C 0.019 -0.682 0.090
C -0.055 -0.289 1.204
H -0.086 -0.178 0.142
H -1.600 0.709 3.059
H 0.127 -0.016 0.194

Results
E, eV: -11503.714
LUMO level, eV: 0.84
HOMO-LUMO gap, Eh: 0.32729
ΔE to the lowest compared entry with this formula, charge and spin, kcal/mol: 146.22



Computed, not measured: C17H17N8O4RuS2 as an isolated structure in a non-equilibrium geometry, with the ωB97M-V functional and the def2-TZVPD basis.

Each line ends with the natural charge from an NBO analysis.
Cartesian coordinates (Å):
Ru  0.2268  0.1161  -0.7538  1.37
C  2.1231  -0.9186  2.7062  -0.68
C  2.7184  0.0384  1.7400  0.11
N  2.3358  0.3681  0.5294  -0.44
C  3.2036  1.2701  -0.0494  0.07
C  4.2417  1.6413  0.7580  -0.40
S  4.1603  0.8499  2.2469  0.60
C  3.0670  1.7350  -1.4132  0.10
C  4.0553  2.4401  -2.0425  -0.41
S  3.6215  2.8023  -3.6305  0.61
C  2.1210  1.9828  -3.4076  0.07
N  1.9627  1.4762  -2.1992  -0.56
C  1.2295  1.9427  -4.6089  -0.67
H  1.8082  -1.8374  2.2169  0.25
H  1.2646  -0.4730  3.2093  0.25
H  2.8530  -1.1591  3.4762  0.26
H  5.0347  2.3380  0.5494  0.27
H  5.0135  2.7285  -1.6479  0.27
H  1.7260  2.4438  -5.4370  0.27
H  0.2895  2.4738  -4.4538  0.23
H  1.0277  0.9214  -4.9365  0.23
N  -0.7160  0.6402  -2.8329  -0.64
N  -1.9760  0.3699  -3.3397  -0.44
C  -2.9123  -0.3971  -2.7273  0.61
N  -4.0386  -0.5604  -3.3959  -0.75
N  -2.6496  -0.8704  -1.5114  -0.50
N  -3.6675  -1.6332  -0.9725  0.63
O  -4.5362  -2.0914  -1.6918  -0.41
O  -3.6410  -1.8023  0.2223  -0.35
H  -0.5251  1.6347  -2.8765  0.41
H  -0.0081  0.1134  -3.3409  0.40
H  -2.1705  0.6880  -4.2765  0.40
H  -4.2065  -0.0954  -4.2738  0.41
H  -4.7348  -1.1913  -3.0257  0.46
O  0.1199  -1.7363  0.4401  -0.52
C  -0.4540  -1.1082  1.3538  0.69
N  -0.5706  0.2383  1.2395  -0.57
C  -1.1142  0.7969  2.4088  0.65
O  -1.3244  1.9496  2.6252  -0.45
C  -1.3149  -0.3735  3.3384  -0.05
C  -1.7987  -0.3933  4.6235  -0.18
C  -1.8683  -1.6367  5.2560  -0.14
C  -1.4773  -2.7999  4.6044  -0.17
C  -0.9886  -2.7725  3.3005  -0.13
C  -0.9041  -1.5416  2.6861  -0.20
H  -2.1058  0.5129  5.1270  0.26
H  -2.2449  -1.6925  6.2679  0.25
H  -1.5606  -3.7450  5.1233  0.25
H  -0.6953  -3.6834  2.7958  0.25

Atoms 1-6, force components in eV/Å:
Ru 1.550 -0.032 3.419
C -0.171 -0.012 0.043
C 0.635 0.056 0.661
N -1.442 -0.025 -1.001
C 0.533 0.289 0.437
C -0.308 0.011 -0.262

Results
Net charge: +2
Multiplicity: 2
E, eV: -62246.874
LUMO level (spin up / spin down), eV: -9.31 / -8.79
HOMO-LUMO gap (spin up / spin down), Eh: 0.19366 / 0.21271
ΔE to the lowest compared entry with this formula, charge and spin, kcal/mol: 129.28



Computed, not measured: an isolated ion of composition C5H3N2S and charge -1 in a non-equilibrium geometry, with the ωB97M-V functional and the def2-TZVPD basis.

Each line ends with the natural charge from an NBO analysis.
Cartesian coordinates (Å):
C  2.8501  -1.6956  -0.0146  0.32
C  0.4218  -1.0888  -0.0512  -0.25
C  -0.2776  0.0778  0.0113  -0.15
C  1.8066  -0.8041  -0.0608  -0.38
C  1.9038  0.7251  -0.0147  0.07
N  3.6972  -2.4833  0.0538  -0.45
N  0.6101  1.1309  0.0262  -0.55
S  3.1859  1.7931  -0.0052  -0.44
H  0.0004  -2.0802  -0.0875  0.21
H  -1.3384  0.2478  0.0328  0.19
H  0.3652  2.1070  0.0600  0.41

Atoms 1-6, force components in eV/Å:
C 1.102 -0.882 0.093
C -0.266 -0.177 0.052
C -0.484 -0.307 -0.089
C -0.793 4.438 0.060
C -0.244 -3.292 -0.062
N -0.051 0.053 -0.076

Results
Net charge: -1
E, eV: -19050.342
LUMO level, eV: 3.75
SMILES string: N#Cc1cc[nH]c1[S-]
HOMO-LUMO gap, Eh: 0.23893
ΔE to the lowest compared entry with this formula, charge and spin, kcal/mol: 0.00